Record 1
The following is a quantum chemistry calculation of C23H30BrIMoN2O7P2Si as an isolated structure, from OMol25.

Computed properties:
⟨S²⟩ ... 2.027
Net charge ... +2
Gap between HOMO and LUMO (spin up / spin down) ... 7.189 / 7.551 eV
Energy above the lowest of the compared OMol25 structures with the same formula, charge and spin ... 0.6799 eV
HOMO level (spin up / spin down) ... -13.90 / -14.12 eV
Spin multiplicity ... 3
Lowest unoccupied orbital energy (spin up / spin down) ... -6.71 / -6.57 eV

Structure (XYZ):
```
68
Properties=species:S:1:pos:R:3:forces:R:3:mulliken_charge:R:1
Mo 0.0367 -0.8334 0.2112 0.221 0.235 -0.335 1.17
C -0.2508 1.7579 3.5942 -0.039 -0.011 0.019 -1.03
Si 0.3485 0.0747 3.1197 -0.108 0.100 0.053 0.04
C 0.4188 -1.1686 4.4854 -0.003 -0.013 -0.018 -1.07
C 2.0064 0.1714 2.2581 0.064 -0.245 0.073 -0.37
N -0.8266 -0.5000 1.8176 0.003 -0.171 0.037 0.12
C -2.2098 -0.2033 1.8924 -0.034 -0.002 -0.009 -0.41
C -2.9897 -0.2773 3.0370 -0.030 -0.026 -0.030 -0.24
C -4.3261 0.0873 2.9597 0.007 -0.003 0.003 -0.88
C -4.8724 0.5231 1.7593 -0.014 0.001 0.003 -0.83
C -4.1010 0.6020 0.6045 -0.009 -0.011 -0.002 -0.76
C -2.7820 0.2261 0.7044 0.031 0.044 0.032 0.94
O -1.8511 0.2395 -0.3391 0.017 -0.040 -0.039 1.15
C -2.2317 0.8037 -1.5865 -0.018 0.005 0.046 -1.08
C -2.1410 2.1747 -1.7351 -0.038 0.033 0.011 0.41
C -2.4822 2.7237 -2.9644 -0.008 -0.013 0.018 -0.85
C -2.9091 1.9008 -3.9979 -0.002 0.005 -0.009 -0.62
C -3.0078 0.5285 -3.8095 -0.004 -0.018 -0.010 -0.92
C -2.6685 -0.0387 -2.5882 0.023 -0.004 -0.027 0.10
H 0.4712 2.2207 4.2713 0.007 -0.007 0.001 0.46
H -1.2127 1.7286 4.1059 -0.003 0.021 0.001 0.39
H -0.3456 2.4042 2.7187 0.010 -0.005 -0.005 0.28
H 1.1980 -0.8704 5.1920 0.000 -0.001 0.001 0.39
H 0.6838 -2.1583 4.1086 0.000 -0.002 0.003 0.31
H -0.5136 -1.2460 5.0446 -0.007 0.000 -0.006 0.40
H 2.5563 -0.7637 2.3672 0.044 0.045 -0.009 0.31
H 2.5389 0.9561 2.8045 0.025 0.004 0.022 0.55
H 2.0987 0.4801 1.2147 -0.115 0.029 -0.068 -0.34
H -2.5631 -0.6223 3.9692 0.000 0.001 0.007 0.43
H -4.9460 0.0303 3.8432 -0.003 0.001 0.000 0.46
H -5.9150 0.8055 1.7141 0.000 -0.001 0.005 0.45
H -4.5216 0.9418 -0.3317 0.003 -0.001 0.002 0.55
H -1.8298 2.7965 -0.9044 0.016 -0.010 -0.014 0.59
H -2.4214 3.7936 -3.1088 -0.001 0.002 0.001 0.46
H -3.1774 2.3325 -4.9523 0.001 0.001 0.001 0.45
H -3.3597 -0.1032 -4.6139 0.000 0.003 0.002 0.46
H -2.7439 -1.1026 -2.4102 -0.004 0.003 0.009 0.58
N 0.3651 -5.4098 -1.3333 -0.023 -0.001 0.012 -0.13
C 1.2061 -4.1500 -1.3002 -0.014 0.037 0.020 0.28
C 2.5607 -4.4596 -1.9335 0.008 0.011 0.004 -1.75
P 0.3595 -2.7903 -2.2368 0.008 0.038 0.001 0.90
O -0.6016 -3.6641 -3.1657 -0.063 -0.027 0.002 -0.61
O 1.3252 -1.9468 -2.9404 0.027 0.013 0.048 -0.75
O -0.5879 -2.0933 -1.2143 -0.093 -0.038 0.122 -1.00
P 1.4257 -3.6816 0.4746 -0.016 0.015 0.007 0.94
O -0.0590 -4.0077 1.0287 0.049 0.007 0.011 -0.48
O 2.4749 -4.4479 1.1342 0.007 0.008 -0.006 -0.72
O 1.5292 -2.1310 0.4321 0.031 0.097 0.053 -0.20
H 0.0725 -5.6146 -2.2933 -0.001 -0.001 -0.001 0.39
H -0.4729 -5.3015 -0.7531 0.002 -0.005 -0.003 0.36
H 0.9046 -6.2006 -0.9688 -0.001 -0.002 -0.003 0.37
H 2.4522 -4.7428 -2.9818 -0.005 0.004 0.001 0.48
H 3.0672 -5.2499 -1.3778 0.000 -0.001 0.000 0.50
H 3.1850 -3.5693 -1.8984 -0.001 -0.006 -0.009 0.31
H -0.6673 -3.3467 -4.0783 0.025 -0.004 0.012 0.40
H -0.0265 -4.4780 1.8758 -0.009 0.011 -0.008 0.29
Br 2.5649 3.5253 0.5945 -0.013 -0.028 0.030 -0.06
C 3.6205 2.1436 -0.1364 0.035 0.025 -0.052 0.22
C 4.9703 2.1031 0.1851 -0.020 0.001 0.004 -0.35
C 5.7802 1.1133 -0.3493 0.004 0.007 -0.001 -0.67
C 5.2571 0.1621 -1.2126 -0.009 -0.043 -0.037 -0.64
C 3.9112 0.1896 -1.5449 0.022 0.026 0.076 -0.36
C 3.1064 1.1764 -0.9932 -0.005 0.021 -0.064 0.08
I 1.0850 1.1988 -1.5558 0.055 -0.068 0.033 0.38
H 5.3817 2.8551 0.8438 0.000 0.001 0.003 0.45
H 6.8316 1.0975 -0.0964 -0.001 -0.005 -0.001 0.42
H 5.8982 -0.5962 -1.6410 -0.005 -0.001 0.005 0.44
H 3.4878 -0.5346 -2.2269 -0.025 -0.045 -0.029 0.44
```
Forces are in eV/Å.

=====

Record 2
The following is a quantum chemistry calculation of a 2-piece molecular cluster, C23H30F2N2P overall, from OMol25.

Computed properties:
Net charge ... +1
Gap between HOMO and LUMO ... 3.413 eV
HOMO level ... -9.25 eV
Lowest unoccupied orbital energy ... -5.84 eV

Structure (XYZ):
```
58
Properties=species:S:1:pos:R:3:forces:R:3:mulliken_charge:R:1
F -3.2108 1.6538 0.6087 0.431 -1.460 0.039 -0.38
C -2.9330 0.3134 0.7979 0.152 1.170 -0.286 0.13
C -4.0176 -0.5516 0.8962 0.511 -0.592 0.333 -0.51
C -3.7279 -1.9022 1.1600 0.044 0.226 -0.280 -0.48
C -2.4183 -2.3223 1.3201 0.667 -0.044 0.205 -0.83
C -1.3030 -1.4272 1.2202 -1.172 0.321 -0.121 1.42
C -0.0149 -1.9606 1.4990 -0.025 0.041 -0.072 -0.91
C 1.2824 -1.4222 1.2729 1.233 0.464 0.081 1.36
C 2.3841 -2.3373 1.2689 -0.713 -0.102 0.173 -0.76
C 3.6943 -1.9272 1.0862 -0.035 0.301 -0.261 -0.55
C 3.9928 -0.5702 0.8708 -0.486 -0.607 0.328 -0.39
C 2.9247 0.3197 0.9082 -0.174 1.192 -0.223 0.02
F 3.2155 1.6613 0.7559 -0.420 -1.408 0.163 -0.38
C 1.5927 -0.0432 1.0895 0.543 -0.269 -0.088 -0.29
C -1.5979 -0.0771 0.8681 -0.507 -0.174 0.139 -0.38
H -5.0406 -0.1972 0.7802 0.324 0.006 0.033 0.48
H -4.5331 -2.6300 1.2115 0.123 0.166 0.033 0.43
H -2.1815 -3.3770 1.5052 -0.303 0.428 0.044 0.38
H -0.0192 -3.0140 1.7989 -0.007 0.308 -0.115 0.26
H 2.1371 -3.3997 1.3886 0.308 0.433 0.026 0.37
H 4.4930 -2.6646 1.0845 -0.147 0.159 -0.019 0.43
H 5.0135 -0.2268 0.7110 -0.315 0.010 0.052 0.47
H 0.8326 0.7316 1.1000 0.498 -0.139 0.174 0.30
H -0.8235 0.6474 0.6371 -0.488 -0.097 0.209 0.40
C -3.2620 1.8158 4.4226 -0.388 -0.030 -0.283 -1.53
C -2.4399 1.0386 5.4407 -0.048 0.124 0.198 1.06
C -2.5983 1.7311 6.7971 -0.155 0.062 0.352 -1.70
C -2.8998 -0.4102 5.5478 -0.367 -0.037 -0.008 -1.74
N -1.0307 1.0468 5.0060 -0.304 -0.486 0.184 0.82
P 0.0569 -0.2453 5.2834 0.017 0.276 -0.029 -0.36
H 0.0399 -0.8664 3.9417 -0.024 -0.221 -0.366 -0.03
N 1.3659 0.8378 5.0778 0.209 -0.534 0.162 0.78
C 2.7258 0.5869 5.5910 0.059 0.106 0.208 1.04
C 3.7263 1.2006 4.6221 0.387 -0.087 -0.256 -1.40
C 2.9179 -0.9190 5.7218 0.354 -0.106 0.020 -1.82
C 2.9269 1.2496 6.9565 0.139 0.040 0.358 -1.67
C 0.9685 2.1065 4.7462 -1.670 0.656 -0.086 -0.51
C -0.4002 2.2260 4.7067 1.754 0.346 -0.011 -0.55
H -3.1116 1.4177 3.4098 -0.067 0.118 0.212 0.29
H -4.3271 1.7332 4.6854 0.299 0.074 -0.144 0.47
H -2.9987 2.8834 4.4296 -0.177 -0.344 -0.062 0.40
H -2.0187 1.2314 7.5860 -0.098 0.106 -0.225 0.36
H -2.2976 2.7882 6.7485 -0.014 -0.324 0.004 0.33
H -3.6625 1.7025 7.0849 0.385 0.034 -0.034 0.44
H -2.3460 -0.9551 6.3247 -0.158 0.128 -0.185 0.47
H -3.9628 -0.4134 5.8243 0.271 -0.120 -0.064 0.48
H -2.7940 -0.9349 4.5894 -0.006 0.061 0.116 0.30
H 3.6603 2.2982 4.6222 0.108 -0.370 -0.051 0.41
H 4.7441 0.9274 4.9381 -0.274 0.124 -0.159 0.48
H 3.5571 0.8335 3.6009 0.084 0.090 0.214 0.18
H 2.2403 -1.3497 6.4717 0.185 0.096 -0.176 0.47
H 2.7669 -1.4280 4.7615 0.015 0.065 0.106 0.33
H 3.9491 -1.1061 6.0501 -0.283 -0.073 -0.076 0.48
H 2.2249 0.8639 7.7091 0.129 0.088 -0.216 0.35
H 3.9515 1.0360 7.3041 -0.369 0.101 -0.058 0.44
H 2.8198 2.3427 6.8953 -0.043 -0.318 0.002 0.33
H 1.7009 2.8888 4.6268 -0.192 0.029 -0.115 0.51
H -0.9778 3.1226 4.5490 0.203 -0.001 -0.100 0.51
```
Forces are in eV/Å.

=====

Record 3
The following is a quantum chemistry calculation of C23H30GeNaO3S3 as an isolated structure, from OMol25.

Computed properties:
Net charge ... -1
Gap between HOMO and LUMO ... 7.122 eV
Energy above the lowest of the compared OMol25 structures with the same formula, charge and spin ... 0.4297 eV
HOMO level ... -4.77 eV
Lowest unoccupied orbital energy ... 2.35 eV

Structure (XYZ):
```
61
Properties=species:S:1:pos:R:3:forces:R:3:mulliken_charge:R:1
Na -1.5950 0.4205 0.1141 0.418 -2.413 -0.131 0.94
O -0.0730 1.8416 0.2933 0.329 0.855 -0.031 -0.35
C -0.5311 3.2096 0.2443 -0.155 0.081 0.131 2.17
C -2.1198 3.1856 0.3596 -0.054 -0.081 0.033 0.32
O -2.6349 4.2753 0.6124 0.098 -0.309 -0.084 -0.71
O -2.6482 2.0554 0.1577 -0.740 1.942 0.163 -0.93
C 0.0859 3.9237 1.4445 0.061 -0.003 -0.091 -0.01
C -0.3968 3.6315 2.7207 -0.037 0.013 -0.020 -0.41
C 0.2059 4.1643 3.8474 0.027 0.021 -0.030 -0.86
C 1.3103 5.0035 3.7209 -0.027 -0.028 -0.033 -0.39
C 1.8016 5.2965 2.4591 -0.039 -0.037 -0.009 -0.93
C 1.1917 4.7572 1.3279 0.078 -0.028 0.033 -0.03
C -0.2061 3.8414 -1.0998 0.006 -0.051 0.027 -0.98
C -0.4419 5.2015 -1.3087 -0.008 0.065 -0.018 0.03
C -0.1727 5.7825 -2.5375 0.003 -0.040 0.012 -0.94
C 0.3299 5.0171 -3.5869 -0.013 -0.004 0.060 -0.35
C 0.5403 3.6617 -3.3953 -0.024 -0.001 0.070 -1.14
C 0.2664 3.0771 -2.1601 -0.004 0.050 -0.098 -0.11
H 0.8800 1.8368 0.1573 0.081 -0.072 0.073 -0.08
H -1.2610 2.9844 2.8227 0.029 0.035 -0.001 0.42
H -0.1882 3.9294 4.8295 0.016 0.005 -0.036 0.39
H 1.7821 5.4231 4.6022 -0.021 -0.020 -0.031 0.39
H 2.6641 5.9445 2.3481 -0.036 -0.027 -0.006 0.39
H 1.5895 4.9898 0.3467 -0.015 0.000 0.044 0.45
H -0.8604 5.7882 -0.4999 0.020 -0.027 -0.038 0.51
H -0.3632 6.8397 -2.6812 0.006 -0.025 0.006 0.38
H 0.5424 5.4748 -4.5464 -0.014 -0.016 0.039 0.39
H 0.9093 3.0460 -4.2075 -0.008 0.010 0.030 0.42
H 0.3979 2.0104 -2.0396 0.012 -0.032 0.009 0.85
S 1.5462 -3.3705 0.7850 -0.125 0.121 -0.168 -0.37
C 0.3584 -2.3852 0.1509 0.148 0.111 0.262 0.13
S -1.2944 -2.4434 0.4810 0.015 0.156 -0.173 -0.41
S 0.8311 -1.0463 -0.9840 0.006 -0.239 0.068 -0.44
C 6.2737 -0.2515 -2.0101 -0.060 0.063 0.024 -0.92
C 5.8328 1.1935 -2.2442 -0.045 -0.123 -0.031 -0.57
C 4.6926 1.6690 -1.3444 -0.096 -0.099 0.020 -0.56
C 3.3494 0.9321 -1.5430 0.175 0.037 -0.073 0.11
Ge 2.9645 -0.6422 -0.4192 0.002 -0.181 -0.148 0.55
C 3.0930 -0.1787 1.4678 0.090 0.019 0.053 -0.29
C 4.5258 -0.2956 1.9972 -0.108 0.031 0.090 -0.41
C 4.6455 0.0486 3.4824 -0.007 0.054 0.019 -0.66
C 4.3904 1.5247 3.7828 -0.006 -0.027 0.004 -1.06
H 7.1394 -0.5035 -2.6274 -0.027 0.020 0.033 0.40
H 5.4778 -0.9587 -2.2512 0.042 0.043 0.016 0.17
H 6.5475 -0.4126 -0.9618 -0.022 0.007 -0.072 0.22
H 5.5244 1.3139 -3.2896 0.032 -0.005 0.042 0.29
H 6.6878 1.8591 -2.0951 0.015 0.002 -0.013 0.38
H 4.5358 2.7326 -1.5453 -0.004 0.008 0.015 0.35
H 5.0174 1.6074 -0.2983 -0.053 0.025 -0.072 0.09
H 3.2244 0.6307 -2.5898 0.045 0.084 0.025 0.37
H 2.5378 1.6345 -1.3443 -0.034 0.042 -0.014 -0.47
H 3.8810 -1.8185 -0.7697 0.010 0.016 -0.024 -0.16
H 2.4400 -0.8752 1.9957 -0.013 0.036 0.070 0.45
H 2.6915 0.8293 1.6100 0.034 0.000 -0.015 0.04
H 5.2019 0.3592 1.4330 -0.021 -0.056 0.021 0.09
H 4.8790 -1.3189 1.8363 -0.013 0.013 -0.018 0.34
H 5.6470 -0.2221 3.8306 -0.001 0.004 0.017 0.35
H 3.9390 -0.5697 4.0463 0.031 0.012 -0.017 0.33
H 5.0867 2.1598 3.2248 -0.048 -0.033 0.029 0.27
H 4.5206 1.7395 4.8465 -0.008 -0.001 -0.057 0.38
H 3.3755 1.8239 3.5101 0.059 -0.005 0.017 0.23
```
Forces are in eV/Å.

=====

Record 4
The following is a quantum chemistry calculation of C23H30IrNP as an isolated structure, from OMol25.

Computed properties:
⟨S²⟩ ... 8.772
Net charge ... +2
Gap between HOMO and LUMO (spin up / spin down) ... 5.298 / 4.093 eV
Energy above the lowest of the compared OMol25 structures with the same formula, charge and spin ... 0.2913 eV
HOMO level (spin up / spin down) ... -10.66 / -13.63 eV
Spin multiplicity ... 6
Lowest unoccupied orbital energy (spin up / spin down) ... -5.37 / -9.53 eV

Structure (XYZ):
```
56
Properties=species:S:1:pos:R:3:forces:R:3:mulliken_charge:R:1
C -2.5104 0.8447 -3.4739 -0.232 0.444 -0.106 -0.95
C -2.1267 -0.3261 -2.8362 0.597 -0.567 0.119 -0.54
C -1.2194 -0.3215 -1.7616 -0.696 1.016 -0.685 -0.05
C -0.7967 0.9421 -1.2799 0.373 -0.650 1.147 0.61
C -1.0490 2.0978 -2.0289 -0.830 -0.185 -0.140 0.85
C -1.9761 2.0646 -3.0732 0.361 -0.229 -0.119 -0.80
C -0.8849 -1.6438 -1.1460 0.175 -0.605 0.264 -1.63
C 0.5893 -1.9718 -0.7888 -1.662 -0.801 1.006 -0.57
N 1.4359 -2.5303 -1.8146 1.105 2.887 0.186 0.26
Ir -0.2712 1.4417 0.6994 -0.571 -2.282 1.023 0.17
C -0.4200 3.3909 -1.6235 0.702 0.755 0.518 -1.36
P 0.8284 3.0228 -0.2870 0.553 2.019 -3.560 0.79
H -2.5328 -1.2921 -3.1644 0.137 0.444 0.000 0.43
H -2.2632 3.0045 -3.5394 0.037 -0.264 -0.154 0.52
H -3.2240 0.8136 -4.2955 0.111 -0.032 0.230 0.41
H -1.1587 4.0929 -1.2021 0.244 -0.120 -0.145 0.45
H 0.0995 3.9035 -2.4462 -0.315 -0.100 0.007 0.58
H -1.4320 -1.7433 -0.1933 0.197 -0.022 -0.221 0.38
H -1.2664 -2.4419 -1.8054 0.076 0.185 0.322 0.50
H 1.0550 -1.0945 -0.2929 0.244 -0.291 -0.456 0.43
C 1.3576 4.6504 0.2884 0.195 0.046 0.624 -1.17
C 2.2414 2.3019 -1.1798 0.227 0.220 0.042 -1.00
H 0.5475 -2.7663 -0.0162 0.160 0.449 -0.120 0.50
C 1.3511 -1.9821 -3.1447 -0.331 -0.945 -1.098 -0.65
C 2.7545 -2.8865 -1.3538 0.437 -1.287 0.231 -0.78
H -0.1396 2.2467 2.2628 -1.409 0.141 0.987 0.11
H 1.9730 -2.5955 -3.8146 -0.229 0.284 0.191 0.38
H 0.3093 -2.0182 -3.4769 0.168 0.143 0.000 0.32
H 1.6965 -0.9317 -3.2225 -0.085 -0.336 0.515 0.24
H 3.2729 -3.4558 -2.1318 -0.092 0.069 0.188 0.35
H 3.3864 -2.0106 -1.1069 -0.569 -0.015 -0.219 0.34
H 2.6537 -3.4923 -0.4411 0.136 0.173 -0.308 0.33
H 2.7276 3.0499 -1.8147 0.082 -0.179 0.111 0.43
H 2.9435 1.9149 -0.4304 0.053 0.133 -0.249 0.39
H 1.8848 1.4646 -1.7914 0.004 0.262 0.135 0.08
H 1.3778 5.3800 -0.5297 -0.006 -0.285 0.075 0.43
H 0.6752 5.0132 1.0671 0.143 -0.020 -0.184 0.38
H 2.3645 4.5730 0.7198 -0.227 0.099 -0.049 0.41
H 0.6117 2.2137 2.0529 1.004 -0.225 -0.054 0.10
C 0.9274 -2.4117 4.4404 0.406 -0.302 0.381 -0.53
C 1.6066 -1.5179 3.5945 0.615 -0.166 0.343 -0.93
C 0.8920 -0.7130 2.7147 -0.534 0.509 -0.770 -0.45
C -0.5153 -0.7582 2.6801 0.142 0.918 -0.301 1.42
C -1.3044 0.1208 1.9056 2.930 0.558 -1.236 0.03
C -2.6811 0.0515 1.8223 -2.296 -0.699 0.852 -0.66
C -3.3335 -0.9757 2.5467 -0.610 0.341 -0.651 -0.42
C -2.6232 -1.8350 3.3665 -0.380 -0.554 0.406 -1.04
C -1.2131 -1.7300 3.4910 0.701 -1.155 1.155 0.94
C -0.4536 -2.5259 4.3681 -1.282 -0.213 0.006 -0.91
H 1.4873 -3.0249 5.1470 -0.131 0.179 -0.239 0.42
H 2.6940 -1.4446 3.6440 -0.302 -0.050 0.020 0.46
H 1.4080 -0.0030 2.0620 0.010 -0.155 0.199 0.21
H -3.2156 0.7747 1.2145 -0.217 -0.164 0.242 0.50
H -4.4146 -1.0824 2.4711 0.216 0.001 -0.009 0.44
H -3.1331 -2.6070 3.9577 0.171 0.468 -0.305 0.41
H -0.9942 -3.2407 4.9907 0.292 0.154 -0.147 0.43
```
Forces are in eV/Å.